Record 1
DFT (ωB97M-V/def2-TZVPD) results for a 6-piece molecular cluster, C41H60IN3O12S overall in a non-equilibrium geometry.

The geometry in XYZ format:
```
118
Properties=species:S:1:pos:R:3:lowdin_charge:R:1
C -1.79098 1.48851 -2.72135 -0.149
C -0.56402 2.38236 -2.04741 -0.270
C 0.93179 1.92140 -2.53708 -0.222
C 2.13518 2.95441 -2.00612 -0.183
C 3.56095 2.15731 -2.11883 -0.218
C 4.58221 2.35759 -0.85514 -0.190
C 3.89855 2.26015 0.62850 -0.107
C 4.05378 3.60168 1.59986 -0.052
C 3.41155 3.65495 3.10627 -0.554
I 3.68604 5.50853 4.31947 0.646
C 2.55836 2.36589 3.74507 -0.178
N 2.04519 2.55365 5.14583 0.068
C 1.34151 1.28323 5.53418 -0.206
N 0.77346 1.23778 6.96897 0.029
C 1.10435 -0.04932 4.63050 -0.482
S 0.13705 -1.50553 5.32307 0.672
N 1.64443 -0.15586 3.23389 0.044
C 2.40656 1.05926 2.78736 -0.098
C 3.08313 0.98785 1.26168 -0.015
C 2.94808 -0.39470 0.32970 -0.161
C 3.54085 -1.73435 1.05921 -0.209
C 2.88968 -3.15411 0.56866 -0.215
C 1.26400 -3.14941 0.36407 -0.142
C 1.00033 -2.85127 -1.25407 -0.200
O -0.18364 -3.54550 -1.78726 -0.093
C -0.44629 -2.96307 -3.11773 -0.280
C 0.67795 -2.46668 -4.20322 -0.034
O -1.74658 -2.81770 -3.49521 -0.053
H -2.79283 1.97871 -2.33862 0.074
H -1.79287 0.36349 -2.37833 0.074
H -1.80433 1.57131 -3.89995 0.070
H -0.72735 2.29164 -0.86919 0.116
H -0.80020 3.50803 -2.35045 0.114
H 0.93693 1.88320 -3.72304 0.114
H 1.10036 0.81362 -2.15785 0.090
H 2.10308 3.86735 -2.75890 0.121
H 1.81676 3.26888 -0.92572 0.109
H 3.32109 1.04410 -2.39873 0.091
H 4.12024 2.61177 -3.07089 0.113
H 5.51078 1.61995 -0.98810 0.126
H 5.05311 3.44783 -0.97854 0.121
H 4.62964 4.53542 1.19312 0.087
H 1.34019 1.95778 7.51137 0.093
H 1.11315 0.31895 7.38602 0.060
H -1.02939 -1.68576 4.51169 -0.100
H 3.59412 -0.24356 -0.66257 0.109
H 1.82344 -0.44440 0.01494 0.090
H 4.69843 -1.78403 0.77035 0.121
H 3.51079 -1.72448 2.23063 0.103
H 3.49859 -3.56860 -0.36354 0.113
H 3.10940 -3.93832 1.44181 0.118
H 0.77383 -2.21540 0.92313 0.118
H 0.71050 -4.10899 0.74694 0.122
H 0.91473 -1.71248 -1.50968 0.107
H 1.93147 -3.28167 -1.84917 0.128
H 1.33589 -1.55950 -3.83184 0.087
H 1.42951 -3.33478 -4.52832 0.111
H 0.13411 -2.11315 -5.18995 0.090
O 1.68119 -0.12867 -6.36896 0.071
C 0.88234 0.09124 -7.26432 -0.462
C -0.48647 0.67430 -7.08383 -0.079
C -1.14211 0.35735 -8.40409 -0.168
C 0.02444 0.34365 -9.35693 -0.166
O 1.13251 -0.12387 -8.58921 0.028
H -0.39737 1.75213 -6.92209 0.138
H -1.01071 0.19941 -6.25133 0.123
H -1.92138 1.06966 -8.68784 0.127
H -1.59576 -0.64022 -8.35864 0.111
H 0.26077 1.34227 -9.73912 0.127
H -0.14765 -0.32812 -10.20294 0.129
O 4.76470 5.71752 -6.47173 0.098
C 4.49925 4.54720 -6.69098 -0.461
C 5.12586 3.69872 -7.75569 -0.088
C 4.17648 2.52961 -7.82828 -0.164
C 3.63002 2.46079 -6.42629 -0.173
O 3.60967 3.81020 -5.96319 0.019
H 6.12344 3.39313 -7.42818 0.136
H 5.17703 4.23360 -8.70685 0.131
H 4.65160 1.59951 -8.15126 0.125
H 3.36625 2.75769 -8.53149 0.122
H 4.26892 1.87224 -5.75952 0.130
H 2.61743 2.04760 -6.40290 0.102
O 0.11892 -1.64682 8.84586 0.068
C -0.57878 -0.96183 9.57537 -0.461
C -2.00192 -1.25496 9.94269 -0.079
C -2.46238 0.06631 10.50449 -0.164
C -1.19016 0.64927 11.06174 -0.164
O -0.15093 0.16859 10.21043 0.019
H -2.02060 -2.04655 10.69692 0.132
H -2.58461 -1.54243 9.06449 0.136
H -3.25568 -0.02811 11.25075 0.096
H -2.83624 0.70067 9.69157 0.132
H -0.98988 0.30974 12.08339 0.128
H -1.20208 1.74302 11.04762 0.130
O -3.69599 -0.95133 -6.75193 0.104
C -4.45492 -1.38092 -7.60495 -0.454
C -5.49265 -2.44080 -7.39064 -0.082
C -5.83403 -2.83990 -8.80401 -0.169
C -5.57562 -1.57269 -9.57624 -0.171
O -4.50391 -0.92604 -8.89137 0.017
H -6.35029 -2.00190 -6.87331 0.139
H -5.08641 -3.28143 -6.82343 0.136
H -6.85508 -3.21332 -8.91875 0.121
H -5.14654 -3.62575 -9.13985 0.124
H -6.44249 -0.90360 -9.57923 0.130
H -5.28234 -1.77749 -10.61000 0.128
O -5.83563 -1.24985 10.77951 0.107
C -5.49728 -1.78992 11.81971 -0.457
C -6.06683 -3.06590 12.36160 -0.084
C -5.59184 -3.04204 13.79241 -0.167
C -4.30621 -2.26256 13.70032 -0.166
O -4.50584 -1.33069 12.63846 -0.002
H -5.64581 -3.90914 11.80707 0.138
H -7.15758 -3.06790 12.30098 0.134
H -5.46200 -4.03673 14.22702 0.122
H -6.31422 -2.49454 14.41001 0.125
H -3.45106 -2.89921 13.45021 0.129
H -4.08820 -1.72418 14.62727 0.131
```

Summary:
- Spin multiplicity: 1
- E_HOMO: -7.74 eV
- Lowest unoccupied orbital energy: -1.00 eV
- Molecular weight: 945.91 g/mol
- Net charge: 0
- SMILES string: CCCCCCc1cc(I)c2nc(N)c(S)nc2c1CCCCCOC(C)=O.O=C1CCCO1.O=C1CCCO1.O=C1CCCO1.O=C1CCCO1.O=C1CCCO1
- Gap between HOMO and LUMO: 6.7 eV


Record 2
DFT (ωB97M-V/def2-TZVPD) results for C13H25FOP2Tb as an isolated structure in a non-equilibrium geometry.

The geometry in XYZ format:
```
43
Properties=species:S:1:pos:R:3:lowdin_spin:R:1
Tb 1.75244 -0.79664 -2.20846 4.843
H -1.06564 2.13998 0.59778 0.003
H -0.56201 1.56824 0.81780 0.006
P 0.11029 1.88728 -2.66100 0.016
P 1.29039 -1.47295 0.87003 0.169
C 0.84650 -3.24743 1.18153 0.006
H 1.56116 -3.75245 1.86063 0.002
H -0.13527 -3.24876 1.67476 -0.001
H 0.76705 -3.81359 0.23818 0.001
C 3.06173 -1.74094 0.25028 0.121
H 3.59488 -0.77515 0.22470 0.001
H 3.60935 -2.38958 0.95679 0.010
H 3.12298 -2.26042 -0.75473 0.025
C 1.72767 -1.23014 2.63747 -0.006
H 0.81807 -1.10516 3.21725 -0.001
H 2.26569 -2.06992 3.07807 -0.001
H 2.33132 -0.33772 2.77455 0.001
C 1.49982 2.05306 -3.82561 0.030
H 1.34250 2.95216 -4.43755 0.003
H 2.43897 2.18458 -3.26247 0.001
H 1.58511 1.18104 -4.50461 0.012
C -1.34865 1.99123 -3.79172 -0.001
H -2.25423 2.14944 -3.17446 0.000
H -1.26619 2.84325 -4.49566 0.000
H -1.45772 1.05345 -4.35658 0.000
C -0.09216 3.65798 -2.09921 0.000
H 0.74207 3.94768 -1.44727 0.000
H -0.13926 4.36580 -2.94640 0.000
H -1.03683 3.76115 -1.53606 0.000
C -0.87705 -0.61938 -1.74370 0.054
O -2.01610 -0.38788 -1.48931 0.005
H 1.35815 0.61052 -0.90503 0.013
F -3.92684 -1.16806 4.40828 -0.004
C -2.96177 -0.95624 3.44504 -0.017
C -2.86331 -1.87860 2.37340 0.030
C -1.84991 -1.67508 1.35861 0.052
C -0.93872 -0.66393 1.56507 0.526
C -1.07120 0.27876 2.59572 0.054
C -2.10612 0.11726 3.53963 0.025
H -3.51166 -2.74453 2.32883 0.004
H -1.78416 -2.39178 0.53218 0.006
H -0.34594 1.10852 2.74771 0.006
H -2.21538 0.87495 4.36551 0.004
```

Summary:
- Spin multiplicity: 7
- E_HOMO (alpha / beta): -10.17 / -10.59 eV
- Lowest unoccupied orbital energy (alpha / beta): -3.36 / -4.15 eV
- Molecular weight: 437.21 g/mol
- Net charge: +1
- Gap between HOMO and LUMO (alpha / beta): 6.8 / 6.4 eV
- ⟨S²⟩: 12.502


Record 3
DFT (ωB97M-V/def2-TZVPD) results for C17H48CoIOP2Si4 as an isolated structure in a non-equilibrium geometry.

The geometry in XYZ format:
```
74
Properties=species:S:1:pos:R:3:lowdin_spin:R:1
C 0.14825 -0.04236 -4.54561 0.093
I -3.11328 -0.79686 -2.90411 0.834
H 1.24023 -0.08314 -4.66647 0.007
H -0.26744 0.86701 -5.01048 0.014
H -0.28561 -0.93170 -5.02454 0.015
Co -0.70611 -0.14425 -2.81492 1.860
P 0.61271 1.73035 -2.47351 0.047
C -0.50873 3.11218 -2.92445 0.021
C 1.41054 2.47010 -1.02574 0.008
H 1.89726 3.39575 -1.34990 0.001
H 2.62283 2.88716 -3.26743 0.001
H 2.16782 1.81279 -0.60334 0.001
H 2.71627 1.12873 -3.55897 0.000
H -1.41012 3.08936 -2.30129 0.001
H 0.71504 2.73563 -0.23252 0.002
C 2.05692 2.00405 -3.60749 0.004
H 0.03074 4.05761 -2.77894 0.004
H 1.73237 2.12473 -4.64732 0.000
H -0.80856 3.00810 -3.97195 0.000
P 0.49785 -1.85072 -2.34838 0.093
C -0.67029 -3.24098 -2.52358 0.026
C 1.83397 -2.30566 -3.54029 0.013
H 2.20218 -1.62476 -0.61304 0.001
H 1.89366 -3.32147 -1.11888 0.003
H 0.75864 -2.52147 -0.01704 0.001
C 1.42864 -2.35928 -0.86542 0.017
H 2.60844 -1.52896 -3.51734 0.000
H 2.25948 -3.26306 -3.21077 0.002
H -0.12132 -4.15830 -2.30360 0.004
H -1.04275 -3.25635 -3.54961 0.001
H 1.43801 -2.38492 -4.55826 0.000
H -1.52939 -3.12548 -1.85876 0.000
C -1.37221 0.40431 -1.16081 0.260
O -2.25042 1.16797 -0.77364 0.298
C -3.54292 -1.53144 0.85837 0.019
Si -1.84134 -1.73295 1.63400 0.039
C -1.98331 -1.65021 3.52646 0.026
C -1.25041 -3.49107 1.21835 0.000
Si -0.39808 0.03259 0.97796 0.209
Si -1.00179 2.18965 1.93299 0.019
C -2.02123 1.76674 3.45959 0.014
C 0.51999 3.25193 2.34745 0.000
C -2.06862 3.36520 0.89400 0.001
Si 1.57752 -0.37837 2.26854 0.008
C 1.35230 0.36600 3.98909 0.006
C 1.87097 -2.21021 2.57972 0.001
C 3.04561 0.35362 1.35372 0.000
H -4.20390 -2.31159 1.27253 0.001
H -3.52174 -1.64701 -0.23825 0.016
H -3.98976 -0.55128 1.07657 0.000
H -2.47268 -2.58350 3.85054 0.004
H -1.00436 -1.58725 4.02519 0.000
H -2.60520 -0.80644 3.85364 0.000
H -1.10781 -3.64902 0.14030 0.000
H -0.33079 -3.77848 1.74582 0.000
H -2.05271 -4.17028 1.55449 0.000
H -1.49589 1.11266 4.16439 0.000
H -2.26748 2.70705 3.97905 0.002
H -2.96644 1.28236 3.17029 0.000
H 0.57498 4.11167 1.66334 0.000
H 0.39836 3.64688 3.36974 0.000
H 1.47842 2.71894 2.29672 0.000
H -1.56446 3.72173 -0.01476 0.000
H -3.02008 2.90190 0.60511 0.000
H -2.31686 4.25644 1.49309 0.000
H 0.41771 0.06296 4.47866 0.000
H 2.19329 -0.03934 4.57194 0.001
H 1.41933 1.45999 4.00155 0.000
H 2.28084 -2.72171 1.69835 0.000
H 2.62312 -2.24040 3.38333 0.000
H 0.98126 -2.75092 2.92731 0.000
H 3.03404 0.15950 0.27236 0.000
H 3.13321 1.43626 1.51444 0.000
H 3.94133 -0.12867 1.77243 0.000
```

Summary:
- Spin multiplicity: 5
- E_HOMO (alpha / beta): -13.83 / -13.99 eV
- Lowest unoccupied orbital energy (alpha / beta): -7.47 / -9.95 eV
- Molecular weight: 628.70 g/mol
- Net charge: +2
- Gap between HOMO and LUMO (alpha / beta): 6.4 / 4.0 eV
- ⟨S²⟩: 6.038


Record 4
DFT (ωB97M-V/def2-TZVPD) results for one molecule with the formula C4H9NOS in a non-equilibrium geometry.

The geometry in XYZ format:
```
16
Properties=species:S:1:pos:R:3:lowdin_charge:R:1
C -0.73506 -2.13173 -1.39711 -0.247
C -1.06640 -1.84166 0.01745 -0.199
C 1.00451 2.40170 0.99093 -0.121
C 0.02450 1.52530 0.24029 -0.403
N -0.91751 -0.78654 -0.98802 -0.182
O 1.54581 -0.60765 0.43772 -0.520
S 0.88768 0.16432 -0.61004 0.964
H 0.30102 -2.52809 -1.65492 0.121
H -1.41736 -2.47207 -2.09462 0.072
H -2.02326 -2.26102 0.34044 0.099
H -0.38531 -1.61109 0.84415 0.081
H 1.67337 1.61184 1.40197 0.068
H 1.63852 2.98536 0.32122 0.081
H 0.51641 2.84044 1.82560 0.066
H -0.56510 1.84982 -0.56606 0.059
H -0.48182 0.86107 0.89100 0.060
```

Summary:
- Spin multiplicity: 1
- E_HOMO: -8.97 eV
- Lowest unoccupied orbital energy: 0.51 eV
- Molecular weight: 119.19 g/mol
- Net charge: 0
- Energy relative to the best compared isomer or geometry (same formula, charge and spin): 98.3 kcal/mol
- Gap between HOMO and LUMO: 9.5 eV


Record 5
DFT (ωB97M-V/def2-TZVPD) results for a 10-piece molecular cluster, C35H79NO15 overall in a non-equilibrium geometry.

The geometry in XYZ format:
```
130
Properties=species:S:1:pos:R:3:lowdin_charge:R:1
C -3.08362 -4.95865 3.09814 0.076
C -2.15075 -4.36034 2.36671 -0.010
C -1.26203 -3.30821 1.49507 -0.192
C -0.57434 -3.90519 0.16663 -0.151
O 0.33730 -3.00171 -0.50809 -0.188
C 1.53524 -3.71484 -0.98993 -0.189
C 2.62370 -3.87423 0.19648 -0.205
C 4.12817 -4.20992 -0.33549 -0.129
C 0.04150 -2.64422 2.25435 -0.249
O 0.87187 -3.28411 2.99551 0.052
O 0.08179 -1.23391 1.87866 -0.041
C -1.26756 -0.61567 1.81348 -0.289
C -1.01799 0.49321 0.63899 -0.082
C -2.31490 1.40367 0.31461 -0.161
C -2.00586 2.96857 0.71616 -0.148
C -1.57916 3.88591 -0.53988 -0.161
O -0.10941 3.97861 -0.73342 -0.123
C 0.42603 5.01528 0.13536 -0.188
O 0.51435 4.83584 1.40828 -0.003
C -1.75742 0.13117 3.17530 -0.088
C -0.74143 -0.02835 4.42457 -0.160
C 0.16183 1.32571 4.65665 -0.373
C 1.17821 1.63025 3.43656 -0.093
C 1.03566 1.13961 6.02083 -0.121
C -2.14795 -1.94684 1.41211 -0.140
C -3.30634 -1.80481 0.29299 -0.091
C -2.80062 -1.82788 -1.24296 -0.161
N -3.69770 -1.07533 -2.20185 -0.127
C -4.66800 -1.97631 -2.90049 -0.221
C -4.03833 -2.88174 -4.08402 -0.117
C -2.93566 -0.21057 -3.13761 -0.336
C -3.42747 1.32523 -3.43203 -0.013
O -1.89234 -0.57584 -3.80879 -0.003
H -3.91938 -5.18546 3.87135 0.058
H -1.34240 -4.27328 -0.62409 0.135
H 0.04038 -4.84612 0.47197 0.140
H 1.24634 -4.75341 -1.43402 0.124
H 2.04663 -3.14348 -1.87126 0.124
H 2.66660 -2.89323 0.79334 0.118
H 2.28343 -4.77956 0.83805 0.114
H 4.85915 -4.00990 0.55145 0.079
H 4.22569 -5.34675 -0.58485 0.080
H 4.44237 -3.53403 -1.21879 0.074
H -0.14750 1.16165 1.04006 0.114
H -0.63050 0.03583 -0.34257 0.117
H -3.18270 1.08729 1.03010 0.091
H -2.70418 1.33510 -0.76466 0.084
H -2.97474 3.41830 1.19262 0.118
H -1.22508 2.95296 1.56414 0.089
H -1.91562 4.97617 -0.28119 0.127
H -2.12547 3.62891 -1.52949 0.120
H 0.83872 6.02309 -0.25278 0.159
H -1.91072 1.28069 3.02690 0.117
H -2.79656 -0.25236 3.55005 0.125
H -0.10925 -0.98842 4.42304 0.112
H -1.41236 -0.09109 5.38140 0.116
H -0.59881 2.19218 4.79563 0.135
H 2.09185 2.22567 3.85483 0.083
H 0.70177 2.34480 2.64473 0.055
H 1.61407 0.66950 2.95748 0.091
H 1.81097 0.27000 5.93237 0.094
H 1.54570 2.13560 6.35162 0.082
H 0.30438 0.87718 6.89391 0.074
H -2.78937 -2.05016 2.38619 0.132
H -3.95976 -0.85560 0.46618 0.099
H -4.02903 -2.70368 0.45442 0.124
H -2.84523 -2.94628 -1.58608 0.117
H -1.71318 -1.49574 -1.40930 0.116
H -5.47641 -1.28737 -3.37568 0.122
H -5.23583 -2.68798 -2.17256 0.131
H -4.40711 -3.98421 -3.96890 0.078
H -4.33293 -2.55108 -5.15250 0.078
H -2.87847 -2.94540 -4.04992 0.078
H -4.39008 1.53346 -2.83050 0.075
H -2.60201 2.00496 -2.96231 0.073
H -3.55032 1.53322 -4.56623 0.088
C 3.16444 -0.02578 9.32200 -0.163
O 2.84404 1.31228 8.97875 -0.136
H 2.32990 -0.45886 9.87515 0.071
H 3.33548 -0.60646 8.41195 0.075
H 4.05987 -0.03913 9.94887 0.073
H 3.59913 1.66942 8.49077 0.078
C 2.58674 -0.40821 -3.72002 -0.152
O 1.53485 -0.09171 -2.82223 -0.129
H 3.54012 -0.16468 -3.24909 0.057
H 2.56048 -1.47640 -3.95325 0.071
H 2.47527 0.17797 -4.63568 0.069
H 0.70353 -0.31838 -3.26543 0.057
C 3.83021 2.88621 -5.24796 -0.153
O 4.42869 1.68974 -5.72433 -0.135
H 3.08737 2.63231 -4.48967 0.077
H 4.59551 3.52753 -4.80488 0.056
H 3.34005 3.40545 -6.07527 0.082
H 5.08053 1.94348 -6.39281 0.085
C -5.90980 1.86778 0.53806 -0.153
O -5.66545 0.66739 1.25416 -0.141
H -5.20370 1.93464 -0.29108 0.062
H -6.92958 1.85934 0.14527 0.079
H -5.77104 2.72494 1.20188 0.079
H -6.30306 0.63367 1.98116 0.086
C 5.25801 6.47934 -4.03141 -0.159
O 5.91085 5.59653 -4.93025 -0.143
H 4.31582 6.02864 -3.71590 0.077
H 5.89010 6.64613 -3.15570 0.078
H 5.05470 7.42934 -4.53183 0.077
H 6.74038 6.01931 -5.19320 0.081
C 2.02142 -6.03654 -4.12895 -0.158
O 2.92563 -5.77612 -3.06752 -0.148
H 1.65259 -7.05900 -4.03556 0.081
H 1.17917 -5.34170 -4.07343 0.072
H 2.53610 -5.92386 -5.08643 0.077
H 3.23598 -4.86573 -3.17474 0.064
C 5.47090 1.91102 -1.81092 -0.155
O 5.49505 0.64941 -2.45808 -0.143
H 5.69011 1.76880 -0.75174 0.080
H 6.22737 2.56521 -2.25227 0.074
H 4.48005 2.36017 -1.91812 0.075
H 5.29788 0.80553 -3.39411 0.050
C -0.35935 -2.32113 9.43495 -0.168
O -0.32008 -1.39272 8.36344 -0.144
H -0.46291 -1.77352 10.37288 0.079
H -1.21449 -2.99035 9.31063 0.075
H 0.56784 -2.89966 9.45434 0.075
H -0.22808 -1.90403 7.54686 0.077
C -3.03928 3.95612 -6.90222 -0.169
O -4.08674 4.27236 -5.99847 -0.139
H -2.08429 4.20037 -6.43499 0.080
H -3.06483 2.88875 -7.13600 0.073
H -3.15424 4.54183 -7.81765 0.075
H -4.91903 4.04657 -6.43692 0.077
```

Summary:
- Spin multiplicity: 1
- E_HOMO: -9.03 eV
- Lowest unoccupied orbital energy: 0.42 eV
- Molecular weight: 754.01 g/mol
- Net charge: 0
- SMILES string: C#C[C@]1(COCCC)C(=O)O[C@](CCCCOC=O)(CCC(C)C)[C@H]1CCN(CC)C(C)=O.CO.CO.CO.CO.CO.CO.CO.CO.CO
- Energy relative to the best compared isomer or geometry (same formula, charge and spin): 285.6 kcal/mol
- Gap between HOMO and LUMO: 9.4 eV